1.
This record from the OMol25 dataset describes a single C6H12O molecule. The level of theory is ωB97M-V with the def2-TZVPD basis set.

ORCA input file:
```
! wB97M-V def2-TZVPD RIJCOSX def2/J DEFGRID3
* xyz 0 1
C -2.74734 0.19022 -0.24459
C -1.36583 0.57070 0.28231
C -0.30335 -0.50276 0.02611
C 1.02952 -0.16382 0.66915
C 2.24161 -0.99628 0.34853
C 2.11045 0.41398 -0.19743
O 1.85820 0.72310 -1.53865
H -2.74166 0.05704 -1.33295
H -3.09001 -0.75072 0.20185
H -3.48911 0.96030 -0.00731
H -1.42451 0.74607 1.36453
H -1.05057 1.52851 -0.15857
H -0.18154 -0.65628 -1.05667
H -0.65775 -1.46327 0.42048
H 0.95462 0.19711 1.69245
H 2.10810 -1.90787 -0.23080
H 2.98630 -1.09686 1.13745
H 2.81520 1.11494 0.24806
H 0.94768 1.03590 -1.62394
*
```

The calculation puts the HOMO energy at -9.71 eV. The calculation puts the energy above the lowest of the compared OMol25 structures with the same formula, charge and spin at 1.318 eV. As for the structure (SMILES): CCC[C@H]1C[C@H]1O. The value obtained for the LUMO energy is 0.994 eV.


2.
This record from the OMol25 dataset describes 2 unconnected molecules or ions with the total composition C6H12O. The level of theory is ωB97M-V with the def2-TZVPD basis set.

ORCA input file:
```
! wB97M-V def2-TZVPD RIJCOSX def2/J DEFGRID3
* xyz 0 1
C -0.07581 2.10114 -1.56152
C 0.59095 1.00240 -0.79719
C 1.53625 0.02123 1.30548
C 0.66125 0.96430 0.53132
O -2.53519 -0.55543 0.55033
C -1.57312 -1.24639 0.78347
C -0.95694 -2.20100 -0.20737
H 0.65950 2.57334 -2.21951
H -0.90021 1.75888 -2.19224
H -0.45232 2.87166 -0.88453
H 1.11414 0.24225 -1.38249
H 1.18574 -0.14511 2.33026
H 2.53990 0.45372 1.37820
H 1.64413 -0.94822 0.80445
H 0.10019 1.70034 1.10837
H -1.09470 -1.22855 1.78752
H -1.18164 -1.88434 -1.22845
H -1.38674 -3.19692 -0.04388
H 0.12462 -2.28329 -0.06222
*
```

The calculation puts the HOMO energy at -9.22 eV. The calculation puts the energy above the lowest of the compared OMol25 structures with the same formula, charge and spin at 1.340 eV. As for the structure (SMILES): C/C=C/C.CC=O. The value obtained for the LUMO energy is 1.059 eV.


3.
This record from the OMol25 dataset describes 2 unconnected molecules or ions with the total composition C6H12O in a non-equilibrium geometry. The level of theory is ωB97M-V with the def2-TZVPD basis set.

ORCA input file:
```
! wB97M-V def2-TZVPD RIJCOSX def2/J DEFGRID3
* xyz 0 1
C 1.45504 1.08641 3.10456
C -0.08377 1.27279 2.63733
C -0.52384 1.01062 1.22219
C 0.25827 0.53060 0.13191
C -0.13850 0.96748 -1.20606
C 0.26028 0.52166 -2.48156
H 1.92096 0.09961 2.82050
H 1.63406 1.34412 4.13340
H 2.14624 1.84941 2.51972
H -0.51024 2.14974 3.04008
H -0.70950 0.48167 3.30179
H -1.49505 1.38716 0.99701
H 1.31392 0.20562 0.20172
H -1.12799 1.51250 -1.23061
H 0.86901 -0.32462 -2.70663
H -0.04738 1.32816 -3.16434
H -1.10774 -4.89726 -4.03090
H -2.35625 -5.04742 -4.93253
O -1.75754 -5.47825 -4.35757
*
```

The calculation puts the HOMO energy at -8.08 eV. The calculation puts the energy above the lowest of the compared OMol25 structures with the same formula, charge and spin at 3.391 eV. As for the structure (SMILES): C=C/C=C/CC.O. The value obtained for the LUMO energy is 0.513 eV.


4.
This record from the OMol25 dataset describes a single C6H12O molecule. The level of theory is ωB97M-V with the def2-TZVPD basis set.

ORCA input file:
```
! wB97M-V def2-TZVPD RIJCOSX def2/J DEFGRID3
* xyz 0 1
C 1.79399 -0.65317 -0.77415
C 0.71983 -0.06001 0.15781
O 1.27045 0.37452 1.40667
C 0.03112 1.21113 -0.38353
C -1.35033 1.16744 0.26340
C -1.75079 -0.28309 0.02101
C -0.47686 -1.07629 0.36311
H 2.62322 -1.11241 -0.21678
H 2.24116 0.06844 -1.47260
H 1.29974 -1.43529 -1.35192
H 1.88024 -0.29942 1.73504
H 0.60604 2.10784 -0.13164
H -0.07024 1.15860 -1.47577
H -1.24802 1.35030 1.33881
H -2.06134 1.88943 -0.14644
H -1.97486 -0.40221 -1.04745
H -2.63430 -0.60905 0.57615
H -0.42067 -1.97737 -0.26533
H -0.47840 -1.41938 1.40359
*
```

The calculation puts the HOMO energy at -9.96 eV. The calculation puts the energy above the lowest of the compared OMol25 structures with the same formula, charge and spin at 0.243 eV. As for the structure (SMILES): CC1(O)CCCC1. The value obtained for the LUMO energy is 0.968 eV.


5.
This record from the OMol25 dataset describes 3 unconnected molecules or ions with the total composition C6H12O in a non-equilibrium geometry. The level of theory is ωB97M-V with the def2-TZVPD basis set.

ORCA input file:
```
! wB97M-V def2-TZVPD RIJCOSX def2/J DEFGRID3
* xyz 0 1
C 0.18125 -0.32556 1.80398
C -0.26042 0.31712 -0.50443
C 0.45719 -0.83324 -0.24093
C -1.17942 -0.01848 2.37367
C -0.13482 -0.21834 -2.55062
C 0.86863 0.36549 -3.19532
O 1.17105 0.61327 2.11947
H 0.80467 1.50286 2.03130
H 0.54917 -1.29704 2.13045
H 0.28439 1.25470 -0.54488
H -1.32985 0.42930 -0.38200
H 1.53963 -0.77078 -0.25238
H 0.01917 -1.81682 -0.36306
H -0.95501 -0.70364 -3.08036
H -1.15297 0.03019 3.47115
H -1.55996 0.94610 2.02057
H -1.90041 -0.78725 2.08700
H 0.87397 0.53897 -4.27447
H 1.72374 0.77315 -2.64914
*
```

The calculation puts the HOMO energy (alpha / beta) at -6.74 / -6.74 eV. The calculation puts the energy above the lowest of the compared OMol25 structures with the same formula, charge and spin at 6.235 eV. The value obtained for the LUMO energy (alpha / beta) is 0.879 / 0.879 eV.


6.
This record from the OMol25 dataset describes a single C6H12O molecule. The level of theory is ωB97M-V with the def2-TZVPD basis set.

ORCA input file:
```
! wB97M-V def2-TZVPD RIJCOSX def2/J DEFGRID3
* xyz 0 1
C 1.94743 1.38946 -0.35314
C 1.46892 -0.03520 -0.08468
C 0.24487 -0.47598 -0.86270
C -0.56604 -1.58902 -0.24042
C -1.15894 -0.20891 -0.40823
C -1.57630 0.55763 0.82185
O -2.40995 -0.26241 1.61931
H 2.15918 1.54954 -1.41642
H 2.87090 1.58977 0.20214
H 1.20134 2.12972 -0.04225
H 1.27250 -0.15363 0.98818
H 2.27493 -0.74273 -0.32116
H 0.38322 -0.47746 -1.94382
H -0.99116 -2.41370 -0.80624
H -0.21085 -1.88214 0.74953
H -1.88549 -0.16432 -1.21594
H -0.71065 0.91535 1.40088
H -2.15877 1.43906 0.53034
H -2.15513 -1.16505 1.38275
*
```

The calculation puts the HOMO energy at -10.08 eV. The calculation puts the energy above the lowest of the compared OMol25 structures with the same formula, charge and spin at 1.287 eV. As for the structure (SMILES): CC[C@H]1C[C@H]1CO. The value obtained for the LUMO energy is 1.081 eV.


7.
This record from the OMol25 dataset describes a single C6H12O molecule. The level of theory is ωB97M-V with the def2-TZVPD basis set.

ORCA input file:
```
! wB97M-V def2-TZVPD RIJCOSX def2/J DEFGRID3
* xyz 0 1
C 1.74411 -0.75599 -0.73372
C 0.68537 -0.23216 0.23141
O 1.17162 -0.22631 1.57629
C 0.18231 1.17293 -0.16866
C -1.28999 1.19300 0.24092
C -1.75627 -0.20694 -0.16455
C -0.58697 -1.11500 0.24707
H 2.61657 -0.09169 -0.76057
H 1.33300 -0.81870 -1.74911
H 2.07640 -1.75513 -0.43656
H 1.83753 0.46873 1.64910
H 0.77575 1.96916 0.29667
H 0.26649 1.29909 -1.25695
H -1.37791 1.31024 1.32739
H -1.85640 2.00109 -0.23280
H -1.90466 -0.24173 -1.25082
H -2.69941 -0.50376 0.30302
H -0.49483 -2.00054 -0.39060
H -0.72269 -1.46629 1.27248
*
```

The calculation puts the HOMO energy at -10.13 eV. The calculation puts the energy above the lowest of the compared OMol25 structures with the same formula, charge and spin at 0.034 eV. As for the structure (SMILES): CC1(O)CCCC1. The value obtained for the LUMO energy is 0.976 eV.


8.
This record from the OMol25 dataset describes 2 unconnected molecules or ions with the total composition C6H12O. The level of theory is ωB97M-V with the def2-TZVPD basis set.

ORCA input file:
```
! wB97M-V def2-TZVPD RIJCOSX def2/J DEFGRID3
* xyz 0 1
C -1.79894 -0.30932 1.48343
C -1.70924 0.46268 0.19767
C -2.28673 0.10737 -0.94741
C 1.31246 -0.87162 -0.20638
C 1.99816 -0.18096 -1.35924
C 2.12101 0.37351 0.01618
O 1.49486 1.60632 0.24573
H -0.80130 -0.44665 1.92338
H -2.40788 0.22513 2.22485
H -2.24033 -1.30101 1.32623
H -1.07473 1.35000 0.21020
H -2.89562 -0.79286 -1.02550
H 0.23108 -0.78186 -0.18516
H -2.15977 0.70038 -1.85020
H 1.70401 -1.81624 0.16200
H 2.86236 -0.64768 -1.82282
H 1.35365 0.37304 -2.03672
H 3.08058 0.25685 0.51996
H 1.30833 1.66985 1.19158
*
```

The calculation puts the HOMO energy at -9.55 eV. The calculation puts the energy above the lowest of the compared OMol25 structures with the same formula, charge and spin at 2.232 eV. As for the structure (SMILES): OC1CC1.C=CC. The value obtained for the LUMO energy is 0.922 eV.


9.
This record from the OMol25 dataset describes a single C6H12O molecule in a non-equilibrium geometry. The level of theory is ωB97M-V with the def2-TZVPD basis set.

ORCA input file:
```
! wB97M-V def2-TZVPD RIJCOSX def2/J DEFGRID3
* xyz 0 1
C 2.26081 -0.72073 0.60140
C 0.79245 -1.05132 0.82806
C 0.03460 0.31716 1.02875
O -1.22035 0.67347 0.72760
C -1.32338 0.66660 -0.66912
C -1.47759 2.05989 -1.22995
C 0.04873 -1.74391 -0.15663
H 2.67439 -0.06967 1.38793
H 2.37092 -0.21035 -0.36131
H 2.82735 -1.65361 0.57561
H 0.63776 -1.49544 1.84572
H 0.07774 0.62244 2.04567
H -0.22118 0.44895 -0.87921
H -2.20988 0.01723 -0.84116
H -2.33007 2.56845 -0.78359
H -1.61240 2.05722 -2.31693
H -0.57806 2.64766 -1.01960
H 0.51204 -1.98852 -1.09963
H -0.89166 -2.22527 0.06908
*
```

The calculation puts the HOMO energy (alpha / beta) at -7.26 / -7.65 eV. The calculation puts the energy above the lowest of the compared OMol25 structures with the same formula, charge and spin at 5.443 eV. The value obtained for the LUMO energy (alpha / beta) is 0.602 / 0.629 eV.


10.
This record from the OMol25 dataset describes a molecular structure, C6H12O. The level of theory is ωB97M-V with the def2-TZVPD basis set.

ORCA input file:
```
! wB97M-V def2-TZVPD RIJCOSX def2/J DEFGRID3
* xyz 0 1
C 1.77893 -0.26121 -1.25140
C 1.06979 0.39929 -0.08425
O 0.65149 1.74044 -0.40284
C -0.60169 1.52909 0.25337
C -0.38237 0.00792 0.31388
C -0.60471 -0.60334 1.69170
C -1.14068 -0.75036 -0.77112
H 2.83742 0.01768 -1.27332
H 1.71206 -1.35313 -1.19836
H 1.32420 0.07120 -2.18866
H 1.72388 0.41592 0.80231
H -1.45327 1.89361 -0.33392
H -0.61747 2.00090 1.24693
H 0.07147 -0.16988 2.43752
H -0.46676 -1.69012 1.69635
H -1.63086 -0.40054 2.02363
H -0.78970 -1.78687 -0.85627
H -1.02255 -0.27010 -1.74865
H -2.21175 -0.78178 -0.53770
*
```

The calculation puts the HOMO energy at -9.53 eV. The calculation puts the energy above the lowest of the compared OMol25 structures with the same formula, charge and spin at 1.057 eV. The value obtained for the LUMO energy is 0.947 eV.


11.
This record from the OMol25 dataset describes 2 unconnected molecules or ions with the total composition C6H12O. The level of theory is ωB97M-V with the def2-TZVPD basis set.

ORCA input file:
```
! wB97M-V def2-TZVPD RIJCOSX def2/J DEFGRID3
* xyz 0 1
C 2.29419 1.11201 -0.10490
C 1.79783 -0.25600 -0.52051
O 0.65144 -0.57174 0.25985
C 0.18467 -1.83754 0.10022
C -0.85548 -2.31071 0.77864
C -2.39251 0.77352 -0.57663
C -2.17846 1.94807 0.00419
H 3.17997 1.38282 -0.68887
H 1.52231 1.86940 -0.27242
H 2.56059 1.11498 0.95607
H 2.57518 -1.01542 -0.35353
H 1.53386 -0.26900 -1.58788
H 0.71930 -2.43946 -0.63660
H -1.19099 -3.32699 0.60894
H -1.38279 -1.70028 1.50485
H -1.62151 0.00868 -0.59960
H -3.34510 0.52927 -1.04171
H -1.22394 2.17722 0.47299
H -2.94220 2.72168 0.04240
*
```

The calculation puts the HOMO energy at -8.89 eV. The calculation puts the energy above the lowest of the compared OMol25 structures with the same formula, charge and spin at 2.243 eV. As for the structure (SMILES): C=COCC.C=C. The value obtained for the LUMO energy is 1.096 eV.


12.
This record from the OMol25 dataset describes a molecular structure, C6H12O in a non-equilibrium geometry. The level of theory is ωB97M-V with the def2-TZVPD basis set.

ORCA input file:
```
! wB97M-V def2-TZVPD RIJCOSX def2/J DEFGRID3
* xyz 0 1
C 1.55328 -1.76522 1.73596
C 0.35211 -1.10565 1.07511
C 0.68044 0.23384 0.41841
C -0.52088 0.86526 -0.24688
C -0.36604 1.87021 -1.42679
C -0.80228 0.47811 -1.63469
O -0.80743 -0.44672 -2.41738
H 2.33911 -1.95335 1.00506
H 1.97309 -1.12713 2.51360
H 1.29316 -2.72155 2.19968
H -0.43361 -0.96163 1.81993
H -0.06039 -1.76873 0.31365
H 1.45857 0.08559 -0.33304
H 1.09131 0.92473 1.15701
H -1.34934 1.08433 0.41665
H 0.63524 2.10746 -1.76807
H -1.06056 2.70244 -1.47850
H -3.14982 1.03577 -1.45556
H -2.82597 0.46224 -1.89416
*
```

The calculation puts the HOMO energy at -9.10 eV. The calculation puts the energy above the lowest of the compared OMol25 structures with the same formula, charge and spin at 2.998 eV. The value obtained for the LUMO energy is 0.829 eV.


Table of E_tot (eV), in record order: -8463.036, -8463.014, -8460.963, -8464.111, -8458.119, -8463.067, -8464.320, -8462.122, -8458.911, -8463.296, -8462.111, -8461.356